[1]
The following is a DFT calculation (wB97M-V/def2-TZVPD) of a structure of composition C27H72Ca3N4O15S.

XYZ file:
```
122
Properties=species:S:1:pos:R:3:lowdin_charge:R:1
Ca 17.562 -6.374 28.336 1.6104
Ca 21.452 -10.824 27.052 1.5493
Ca 22.415 -4.978 28.873 1.5290
S 20.237 -7.532 27.899 0.3121
O 19.467 -7.296 29.146 -0.4759
O 20.474 -8.958 27.693 -0.4495
O 19.305 -7.035 26.874 -0.4204
O 21.511 -6.784 27.907 -0.4431
C 20.109 -5.808 23.731 -0.0906
O 19.648 -7.075 24.256 -0.1612
H 20.096 -5.108 24.580 0.0728
H 21.143 -5.916 23.422 0.0739
H 19.394 -5.418 23.012 0.0920
H 19.298 -6.907 25.149 0.0088
C 19.135 -10.290 24.128 -0.0741
O 20.193 -9.867 25.017 -0.2391
H 18.206 -9.868 24.508 0.0758
H 19.338 -9.938 23.117 0.1002
H 19.138 -11.375 24.085 0.0893
H 20.248 -8.896 24.985 0.0431
C 23.346 -8.485 25.451 -0.0581
O 23.295 -9.719 26.230 -0.2509
H 22.870 -7.723 26.062 0.0621
H 24.364 -8.168 25.237 0.0917
H 22.845 -8.679 24.505 0.0994
H 24.172 -10.119 26.250 0.0976
C 21.158 -10.314 30.465 -0.0535
O 22.006 -10.765 29.388 -0.3369
C 22.960 -11.719 29.889 -0.1773
C 23.713 -12.299 28.704 -0.1807
N 22.711 -12.738 27.706 -0.1721
C 23.299 -13.479 26.531 -0.1492
C 22.181 -13.734 25.533 -0.1738
O 21.567 -12.504 25.059 -0.2735
C 22.159 -12.208 23.786 -0.0796
H 20.401 -11.085 30.617 0.1124
H 20.659 -9.396 30.163 0.0612
H 21.755 -10.117 31.354 0.1036
H 22.406 -12.497 30.424 0.1421
H 23.669 -11.302 30.608 0.1408
H 24.383 -13.120 28.977 0.1472
H 24.380 -11.528 28.300 0.1215
H 22.382 -13.547 28.239 0.1331
H 23.620 -14.436 26.952 0.1414
H 24.179 -13.016 26.084 0.1317
H 21.371 -14.315 25.979 0.1394
H 22.587 -14.301 24.697 0.1374
H 23.250 -12.129 23.790 0.1019
H 21.710 -11.267 23.468 0.0803
H 21.957 -12.930 22.991 0.1118
C 25.065 -7.326 28.829 -0.0272
O 24.054 -6.683 29.605 -0.2975
C 23.467 -7.530 30.576 -0.1803
C 22.556 -6.740 31.534 -0.1173
N 21.458 -6.074 30.783 -0.1546
C 20.710 -5.078 31.564 -0.1904
C 21.438 -3.785 31.861 -0.1830
O 22.026 -3.358 30.651 -0.3147
C 22.510 -2.021 30.571 -0.0534
H 25.586 -6.539 28.292 0.0826
H 24.612 -8.006 28.102 0.0863
H 25.754 -7.851 29.491 0.1120
H 24.248 -8.046 31.143 0.1427
H 22.885 -8.306 30.060 0.1074
H 23.117 -5.915 31.976 0.1070
H 22.164 -7.326 32.367 0.1392
H 20.764 -6.704 30.400 0.0556
H 20.302 -5.400 32.534 0.1405
H 19.770 -4.899 31.019 0.1182
H 22.211 -4.127 32.565 0.1268
H 20.854 -3.029 32.384 0.1515
H 21.665 -1.369 30.321 0.1098
H 23.290 -1.909 29.826 0.0814
H 22.902 -1.614 31.507 0.1170
C 16.364 -5.921 31.632 -0.0320
O 16.729 -6.705 30.476 -0.3618
C 16.531 -8.094 30.745 -0.1710
C 16.776 -8.915 29.447 -0.1628
N 16.001 -8.244 28.356 -0.1393
C 16.342 -8.687 27.013 -0.1849
C 15.972 -7.602 25.973 -0.1840
O 16.533 -6.369 26.324 -0.3615
C 16.283 -5.325 25.393 -0.0446
H 16.354 -4.853 31.412 0.1007
H 17.072 -6.112 32.435 0.1029
H 15.329 -6.148 31.891 0.1116
H 15.472 -8.262 30.966 0.1391
H 17.105 -8.480 31.588 0.1430
H 16.339 -9.918 29.477 0.1421
H 17.832 -9.095 29.245 0.0984
H 15.021 -8.350 28.593 0.1519
H 15.868 -9.612 26.666 0.1451
H 17.410 -8.931 26.988 0.1093
H 14.877 -7.558 25.939 0.1475
H 16.305 -7.907 24.974 0.1432
H 17.044 -5.324 24.608 0.0966
H 16.253 -4.293 25.753 0.1061
H 15.308 -5.416 24.909 0.1150
C 25.558 -5.513 23.642 -0.0784
O 24.472 -5.643 24.540 -0.2003
C 23.626 -4.522 24.502 -0.2124
C 22.870 -4.407 25.827 -0.1847
N 23.756 -4.536 26.999 -0.1595
C 24.579 -3.358 27.369 -0.1701
C 25.415 -3.591 28.595 -0.1897
O 24.573 -3.990 29.680 -0.3289
C 25.184 -3.833 30.951 -0.0560
H 26.194 -6.394 23.739 0.0941
H 26.204 -4.658 23.866 0.0993
H 25.334 -5.446 22.574 0.1055
H 22.937 -4.439 23.657 0.1294
H 24.224 -3.602 24.424 0.1308
H 22.089 -5.171 25.904 0.0846
H 22.349 -3.447 25.785 0.1373
H 24.468 -5.212 26.716 0.1100
H 24.007 -2.437 27.505 0.1346
H 25.401 -3.179 26.663 0.1437
H 25.993 -2.719 28.905 0.1499
H 26.139 -4.384 28.358 0.1319
H 26.129 -4.364 31.057 0.1143
H 24.501 -4.188 31.721 0.0815
H 25.350 -2.780 31.187 0.1087
```

total energy = -4849.6222 Ha
HOMO-LUMO gap = 9.026 eV
charge = +4



[2]
The following is a DFT calculation (wB97M-V/def2-TZVPD) of a structure of composition C27H72CoF2NO13S2.

XYZ file:
```
118
Properties=species:S:1:pos:R:3:mulliken_spin:R:1
Co 33.938 -4.860 17.111 2.8104
N 33.144 -4.039 18.706 0.0521
S 31.738 -4.209 19.469 0.0003
O 30.612 -3.577 18.852 0.0073
O 31.869 -4.476 20.868 0.0085
F 31.549 -5.735 18.917 0.0043
S 33.640 -2.664 19.618 0.0103
O 34.552 -2.959 20.676 0.0065
O 32.633 -1.674 19.847 0.0064
F 34.578 -2.066 18.497 0.0043
C 38.064 -3.311 21.277 0.0001
C 37.767 -4.797 21.205 -0.0001
C 36.753 -5.250 22.261 0.0004
O 37.205 -5.051 19.886 -0.0004
H 38.810 -3.137 20.499 0.0000
H 38.451 -2.992 22.242 0.0000
H 37.164 -2.726 21.079 -0.0001
H 38.688 -5.369 21.330 -0.0001
H 37.068 -4.889 23.240 0.0000
H 36.759 -6.342 22.323 0.0000
H 35.745 -4.909 22.033 -0.0003
H 37.498 -5.944 19.666 0.0003
C 31.663 -1.676 16.198 0.0022
C 31.963 -3.028 15.554 0.0048
C 31.636 -3.092 14.074 -0.0004
O 33.403 -3.275 15.709 0.0159
H 32.253 -0.867 15.761 0.0007
H 31.929 -1.709 17.255 -0.0009
H 30.598 -1.457 16.136 0.0002
H 31.389 -3.775 16.109 0.0039
H 30.560 -3.019 13.912 0.0001
H 31.946 -4.050 13.655 -0.0006
H 32.071 -2.253 13.526 0.0000
H 33.788 -2.653 15.074 0.0025
C 36.642 -0.013 18.990 0.0000
C 36.676 1.268 19.831 0.0000
C 37.922 1.309 20.707 0.0000
O 36.786 2.347 18.891 0.0000
H 36.529 -0.926 19.576 -0.0001
H 37.565 -0.093 18.407 0.0002
H 35.861 0.037 18.231 0.0001
H 35.774 1.460 20.404 0.0000
H 37.991 2.259 21.235 0.0000
H 38.847 1.189 20.138 0.0000
H 37.907 0.505 21.449 0.0000
H 37.602 2.282 18.389 0.0000
C 34.627 -8.672 18.159 0.0052
C 34.126 -7.324 18.679 0.0188
C 34.026 -7.365 20.191 -0.0022
O 35.010 -6.257 18.256 0.0371
H 35.619 -8.903 18.553 0.0000
H 34.737 -8.613 17.072 -0.0005
H 33.928 -9.466 18.411 -0.0001
H 33.131 -7.202 18.239 -0.0050
H 33.705 -6.385 20.560 0.0010
H 34.928 -7.649 20.737 0.0006
H 33.258 -8.065 20.522 -0.0001
H 35.728 -6.277 18.911 -0.0076
C 28.774 1.932 18.160 0.0000
C 29.124 0.571 17.560 0.0001
C 28.930 -0.564 18.571 0.0000
O 28.246 0.307 16.458 0.0000
H 27.742 1.993 18.504 0.0000
H 29.043 2.749 17.494 0.0000
H 29.406 2.048 19.049 0.0000
H 30.172 0.601 17.254 0.0000
H 29.121 -1.548 18.139 0.0001
H 27.892 -0.630 18.911 0.0000
H 29.632 -0.424 19.397 0.0000
H 27.383 0.164 16.863 0.0000
C 32.664 -5.377 23.853 0.0001
C 32.925 -5.469 25.362 0.0000
C 31.711 -5.704 26.241 0.0000
O 33.876 -6.514 25.566 0.0000
H 31.935 -4.583 23.654 -0.0003
H 32.285 -6.325 23.473 0.0000
H 33.560 -5.014 23.349 0.0000
H 33.387 -4.539 25.697 0.0000
H 30.869 -5.018 26.102 0.0000
H 32.004 -5.543 27.279 0.0000
H 31.260 -6.686 26.078 0.0000
H 33.495 -7.363 25.327 0.0000
C 27.937 -4.370 20.646 0.0000
C 26.419 -4.494 20.704 0.0000
C 25.826 -4.139 22.060 0.0000
O 25.819 -3.596 19.772 0.0000
H 28.546 -5.041 21.252 0.0000
H 28.227 -3.365 20.963 -0.0001
H 28.183 -4.446 19.583 -0.0001
H 26.075 -5.499 20.431 0.0000
H 26.003 -4.872 22.848 0.0000
H 24.749 -4.074 21.898 0.0000
H 26.177 -3.188 22.465 0.0000
H 26.092 -3.839 18.881 0.0000
C 38.155 -2.971 17.217 0.0011
C 36.762 -2.994 16.599 0.0022
C 36.795 -3.356 15.129 -0.0001
O 35.950 -3.954 17.307 0.0208
H 38.734 -2.173 16.750 0.0013
H 38.637 -3.893 16.881 0.0002
H 38.132 -2.856 18.295 -0.0016
H 36.301 -2.000 16.638 0.0002
H 35.805 -3.433 14.680 0.0001
H 37.290 -4.321 14.961 -0.0002
H 37.422 -2.685 14.542 0.0000
H 36.335 -4.067 18.195 -0.0101
C 30.228 -1.814 22.683 0.0001
C 30.044 -1.266 24.092 0.0000
C 28.817 -1.867 24.742 0.0000
O 31.198 -1.605 24.870 0.0000
H 29.562 -1.367 21.937 0.0000
H 30.074 -2.891 22.614 0.0000
H 31.228 -1.585 22.303 -0.0001
H 29.895 -0.181 24.145 0.0000
H 28.628 -1.537 25.764 0.0000
H 28.781 -2.956 24.698 0.0000
H 27.946 -1.483 24.199 0.0000
H 31.932 -1.091 24.517 0.0000
```

total energy = -4483.3663 Ha
energy relative to the best compared isomer or geometry (same formula, charge and spin) = 0.329 eV
HOMO-LUMO gap (alpha / beta) = 7.405 / 6.583 eV
2S+1 = 4
charge = +1